Record 1
# C23H48N2O3SeSi4Sn

A molecular structure, C23H48N2O3SeSi4Sn (ωB97M-V with the def2-TZVPD basis set, the Open Molecules 2025 dataset).

Values from the calculation:
Total charge: +2
Energy relative to the best compared isomer or geometry (same formula, charge and spin), kJ/mol: 11.35
E_LUMO, hartree: -0.209
Orbital gap, eV: 8.18

Geometry as XYZ:
```
82
Properties=species:S:1:pos:R:3:forces:R:3
Sn 9.1981 9.5566 13.2742 -0.5 0.0 0.5
C 7.9609 5.7462 16.0235 0.8 -0.8 0.3
N 7.0456 6.8689 16.0609 1.0 0.5 0.2
C 5.8137 6.8399 16.8155 -0.5 -0.1 1.9
C 7.4560 7.9758 15.4625 -0.4 -0.6 0.1
O 8.5766 8.1125 14.9220 0.2 -0.4 -0.1
C 6.4284 9.0539 15.3312 1.0 0.4 0.3
O 7.0176 9.9413 14.3906 -1.2 1.2 0.5
C 6.1699 11.0096 13.9257 0.5 -0.3 0.4
C 6.9281 11.6704 12.7940 -0.8 -1.2 0.8
O 8.1220 11.3336 12.6161 0.4 0.5 -0.5
N 6.2517 12.4991 12.0702 0.2 1.7 -0.9
C 4.8420 12.9491 12.3282 1.1 -3.0 -0.7
C 6.8796 13.2487 10.9543 0.6 0.3 0.1
H 8.9595 6.0417 16.3930 -0.4 0.0 -0.6
H 7.9746 5.4077 14.9877 0.5 -0.2 0.1
H 7.6974 4.8920 16.6618 -0.6 0.5 -0.2
H 5.6330 7.8572 17.2736 -0.1 -1.3 -0.5
H 5.9311 6.1180 17.6808 -0.1 0.9 -1.1
H 4.9546 6.5032 16.2219 0.2 0.2 0.1
H 6.1870 9.4737 16.3257 0.3 0.4 -0.6
H 5.5589 8.5434 14.9814 -1.0 0.1 -0.7
H 5.9321 11.8064 14.6643 0.4 -0.8 0.1
H 5.2416 10.5736 13.5856 -0.3 -0.1 -0.2
H 4.2582 12.4569 11.5121 0.0 0.6 1.0
H 4.8509 13.9774 12.2505 -0.2 2.2 -0.3
H 4.5487 12.6801 13.3316 -0.4 -0.2 0.0
H 7.6468 12.6623 10.4036 -0.4 0.3 0.7
H 7.2850 14.2425 11.3201 -0.4 -1.2 -0.4
H 6.0719 13.4221 10.2562 0.0 0.3 -0.2
Se 7.9660 8.1022 11.6461 0.1 0.5 -1.2
C 7.7741 9.3175 10.0672 -1.0 1.1 0.1
C 6.4779 9.8051 9.7329 -0.2 -0.4 -0.2
C 6.2229 10.5875 8.5966 1.9 -0.2 0.3
C 7.3012 11.0079 7.7856 -1.5 -0.1 1.3
C 8.5621 10.6281 8.2078 -0.4 -0.1 0.1
C 8.8342 9.8120 9.3010 -0.2 -1.1 0.8
H 5.5757 9.5525 10.2830 0.3 -0.3 0.3
H 5.2341 10.9191 8.3789 -0.6 0.0 -0.1
H 7.0378 11.6893 6.9653 0.8 -0.5 0.2
H 9.3747 10.9658 7.6639 1.6 0.6 -1.1
H 9.8538 9.4778 9.5605 -0.5 0.4 -0.4
C 11.9566 11.9839 17.4786 -1.5 0.7 -2.8
Si 10.7458 10.7092 16.6181 0.2 1.5 0.8
C 8.9888 11.3790 16.7322 -0.5 1.8 2.0
C 10.9318 9.0649 17.4512 1.8 0.2 1.8
Si 11.4405 10.2821 14.4438 -0.2 -1.2 -0.1
Si 11.8736 12.0986 13.1015 0.8 -0.2 0.3
C 11.5612 11.4155 11.4158 -1.3 -0.1 0.3
C 13.6762 12.4999 13.5372 -1.5 -0.4 0.5
C 10.5811 13.2639 13.6798 -0.9 0.9 -0.3
Si 12.6418 8.2053 14.0596 -0.4 0.6 0.5
C 14.2975 8.6083 14.8338 0.5 -0.7 0.4
C 12.9394 8.1364 12.2278 -1.2 -0.7 0.5
C 11.8571 6.5413 14.5321 -0.7 0.2 0.5
H 11.6852 12.2167 18.4650 -0.5 0.2 1.4
H 12.1702 12.9522 16.9482 -0.7 -0.8 0.3
H 12.8751 11.5130 17.4638 2.2 -1.2 0.3
H 8.2158 10.9198 16.1257 0.1 0.0 -0.2
H 8.8652 12.5397 16.7350 0.4 -2.0 -0.5
H 8.7174 11.1598 17.8158 0.2 0.0 -1.1
H 11.9829 8.7237 17.2333 -0.7 0.4 0.4
H 10.3583 8.2985 16.9994 -1.0 -0.8 -0.3
H 10.8280 9.0849 18.5974 0.0 -0.1 -1.7
H 11.8891 10.3803 11.3250 -0.2 0.1 -0.1
H 12.0626 12.0003 10.7031 0.8 0.7 -1.3
H 10.4716 11.5485 11.2031 0.6 -0.4 0.0
H 14.2955 12.0730 12.7849 0.7 -0.9 -0.3
H 13.7958 12.0477 14.5511 0.6 0.6 -0.8
H 13.9206 13.5418 13.4788 0.0 0.7 0.5
H 9.5738 12.9618 13.3306 0.5 -0.3 0.7
H 10.6165 14.2701 13.2745 0.6 0.3 -0.2
H 10.6707 13.3841 14.7641 -0.4 -0.1 -0.1
H 14.9399 9.0331 14.0622 0.0 0.2 -0.1
H 14.7904 7.6543 15.1153 -0.2 0.4 0.0
H 14.3462 9.2668 15.7088 -0.2 -0.2 -0.1
H 13.2475 9.0680 11.7997 0.6 0.2 -0.3
H 12.0961 7.7212 11.6731 -0.2 0.2 -0.1
H 13.6571 7.3410 12.2081 1.0 -0.2 -0.6
H 12.5971 5.7822 14.4525 1.2 -0.6 -1.0
H 11.0405 6.2941 13.8401 0.2 0.0 0.1
H 11.5494 6.1930 15.5288 -0.4 1.2 0.1
```
Positions in Å, forces in eV/Å.



Record 2
# C18H22N3OS

A gas-phase ion, C18H22N3OS (charge +1) (ωB97M-V with the def2-TZVPD basis set, the Open Molecules 2025 dataset).

Values from the calculation:
Total charge: +1
E_LUMO, hartree: -0.170
Orbital gap, eV: 6.50
SMILES: c1cc(CCCCCCCSc2nnco2)c2c[nH+]ccc2c1

Geometry as XYZ:
```
45
Properties=species:S:1:pos:R:3:forces:R:3
C 1.6642 -1.1841 2.7713 0.0 0.0 -0.1
C 1.1327 -1.7149 1.5699 0.0 0.0 0.2
C 1.6384 -1.3872 0.3451 0.0 -0.1 0.0
C 1.0924 -1.9660 -0.9361 0.0 0.1 0.0
C -0.3067 -2.5740 -0.8651 0.0 0.1 0.0
C -1.4015 -1.5988 -0.3977 0.0 0.2 -0.1
C -2.6571 -1.6368 -1.2834 0.0 -0.1 0.1
C -3.9741 -1.3393 -0.5632 0.1 0.2 -0.1
C -4.2612 0.1216 -0.1224 0.0 -0.2 0.1
C -3.1166 1.1020 -0.3205 -0.1 0.2 0.2
S -3.7231 2.7780 0.0609 -0.1 0.0 -0.1
C -2.2819 3.6574 -0.3347 0.0 -0.2 0.2
N -2.1832 4.7974 -0.9082 -0.1 0.3 -0.2
N -0.8298 5.1351 -0.8888 -0.1 0.4 -0.2
C -0.2377 4.1695 -0.3146 0.2 -0.4 0.2
O -1.0727 3.1782 0.0764 0.1 -0.1 0.1
C 2.7582 -0.4996 0.3233 0.1 0.1 0.3
C 3.3864 -0.1429 -0.8645 -0.1 -0.1 -0.1
N 4.4300 0.6724 -0.8721 0.0 0.0 -0.1
C 4.9568 1.2195 0.2624 0.2 0.1 -0.2
C 4.4070 0.9159 1.4532 -0.1 -0.1 0.2
C 3.2933 0.0404 1.5321 0.0 0.0 0.0
C 2.7173 -0.3150 2.7629 0.0 0.0 0.0
H 1.2296 -1.4681 3.7199 -0.1 -0.1 0.0
H 0.3018 -2.4018 1.6314 0.0 0.0 0.0
H 1.8107 -2.7124 -1.2881 0.0 -0.1 -0.1
H 1.0673 -1.1791 -1.6958 0.0 0.0 0.0
H -0.5545 -2.8951 -1.8770 0.1 -0.1 0.0
H -0.2912 -3.4772 -0.2536 -0.1 -0.1 0.0
H -0.9893 -0.5858 -0.4030 0.0 0.0 0.0
H -1.6946 -1.7918 0.6355 0.0 -0.1 0.1
H -2.7502 -2.6411 -1.7035 0.0 0.0 0.0
H -2.5157 -0.9762 -2.1414 0.0 0.0 -0.1
H -4.0183 -1.9841 0.3150 -0.1 -0.1 0.0
H -4.7776 -1.6476 -1.2306 -0.1 -0.1 0.1
H -4.5204 0.1226 0.9379 0.0 0.0 0.0
H -5.1493 0.4860 -0.6393 0.0 0.1 -0.1
H -2.3032 0.8811 0.3655 0.1 0.0 -0.1
H -2.7487 1.1140 -1.3442 0.0 -0.1 0.0
H 0.8098 4.0389 -0.1108 0.1 0.1 0.0
H 3.0499 -0.5223 -1.8177 0.1 0.1 -0.1
H 4.8579 0.9013 -1.7590 0.0 0.0 0.0
H 5.8069 1.8715 0.1431 0.0 0.0 -0.1
H 4.8321 1.3466 2.3476 0.0 0.0 0.1
H 3.1157 0.0919 3.6817 0.0 0.0 0.0
```
Positions in Å, forces in eV/Å.



Record 3
# C16H22N4O2S

A molecular structure, C16H22N4O2S (ωB97M-V with the def2-TZVPD basis set, the Open Molecules 2025 dataset).

Values from the calculation:
Energy relative to the best compared isomer or geometry (same formula, charge and spin), kJ/mol: 119.82
E_LUMO, hartree: 0.025
Orbital gap, eV: 10.02

Geometry as XYZ:
```
45
Properties=species:S:1:pos:R:3:forces:R:3
C -0.6031 -3.5084 -3.2924 0.0 0.0 0.0
C 0.1251 -3.1476 -2.0058 0.0 0.0 0.0
C 0.9854 -1.8633 -2.0939 0.0 0.0 0.0
C 2.1669 -2.0262 -3.0602 0.0 0.0 0.0
C 0.1509 -0.7373 -2.5383 0.0 0.0 0.0
N -0.5013 0.1522 -2.8609 0.1 0.0 0.0
C 1.5397 -1.6108 -0.6735 0.0 0.0 -0.1
O 2.4366 -2.3175 -0.2559 0.0 0.0 0.0
N 0.9520 -0.6301 0.0421 0.0 0.0 0.1
C 1.3705 -0.3143 1.3983 0.0 0.0 0.0
C 2.2012 0.9372 1.4261 0.0 0.0 0.0
C 2.1248 1.9396 2.2928 0.0 0.0 0.0
C 1.1947 2.0447 3.4634 0.2 0.1 -0.3
N 0.5554 3.3715 3.5708 -0.2 0.1 0.5
C -0.7022 3.5564 3.0153 0.0 -0.5 -0.2
O -1.6592 3.8878 3.6776 0.1 0.4 0.0
C -0.8352 3.2958 1.5219 -0.1 -0.1 0.0
C -1.6640 2.0759 1.2207 0.1 0.1 0.0
C -1.9074 1.5124 -0.0022 0.0 -0.1 0.0
C -2.7332 0.3572 0.1236 0.1 0.1 -0.1
C -3.2189 -0.4788 -1.0206 -0.1 0.0 0.0
N -3.0836 0.0544 1.3530 -0.1 -0.1 0.0
S -2.4745 1.1530 2.4004 0.0 0.0 0.1
H -1.1721 -4.4269 -3.1503 0.0 0.0 0.0
H -1.3015 -2.7243 -3.5891 0.0 0.0 0.0
H 0.0888 -3.6752 -4.1181 0.0 0.0 0.0
H -0.5930 -3.0275 -1.1911 0.0 0.0 0.0
H 0.8094 -3.9441 -1.7094 0.0 0.0 0.0
H 2.7910 -1.1334 -3.0606 0.0 0.0 0.0
H 2.7681 -2.8700 -2.7287 0.0 0.0 0.0
H 1.8115 -2.2000 -4.0742 0.0 0.0 0.0
H 0.2185 -0.0723 -0.3670 0.0 0.0 0.0
H 0.4874 -0.2398 2.0334 0.0 0.0 0.0
H 1.9636 -1.1642 1.7392 0.0 0.0 0.0
H 2.9527 0.9878 0.6437 0.0 0.0 0.0
H 2.8144 2.7715 2.1884 0.0 0.0 0.0
H 0.4496 1.2461 3.4591 0.0 0.0 0.0
H 1.7744 1.9223 4.3796 0.0 0.0 0.0
H 0.4994 3.6614 4.5396 0.0 0.0 0.0
H -1.3313 4.1752 1.1063 0.0 0.0 0.0
H 0.1419 3.2014 1.0503 0.0 0.0 0.0
H -1.5396 1.8967 -0.9446 0.0 0.0 0.0
H -2.7932 -0.1402 -1.9625 0.0 0.0 0.0
H -2.9547 -1.5251 -0.8617 0.0 0.0 0.0
H -4.3059 -0.4231 -1.0847 0.0 0.0 0.0
```
Positions in Å, forces in eV/Å.



Record 4
# C2H7O4

3 unconnected molecules or ions with the total composition C2H7O4 (ωB97M-V with the def2-TZVPD basis set, the Open Molecules 2025 dataset).

Values from the calculation:
Total charge: -1
Energy relative to the best compared isomer or geometry (same formula, charge and spin), kJ/mol: 62.82
E_LUMO, hartree: 0.138
Orbital gap, eV: 8.19

Geometry as XYZ:
```
13
Properties=species:S:1:pos:R:3:forces:R:3
O 0.0856 -2.9602 -1.0830 0.0 0.1 0.9
C -0.3031 -1.7842 -1.0001 -0.1 -0.2 -1.5
O -0.2260 -0.9597 -0.0348 -0.3 -0.6 -1.1
C -0.8592 -1.2821 -2.4586 0.2 -0.8 0.3
H 0.0475 -0.9928 -3.0011 0.0 -0.1 0.0
H -1.4037 -2.0672 -3.1445 0.9 1.4 1.8
H -1.3987 -0.3614 -2.3127 -0.7 0.3 -0.2
H 2.2179 2.4575 2.6098 0.5 -0.2 0.0
H 0.7833 2.7098 2.3871 0.9 0.5 0.4
O 1.5881 3.1558 2.7734 -1.3 -0.3 -0.4
H -0.5647 0.7298 2.4705 0.7 0.2 -1.1
H 0.0576 0.2860 1.0762 -0.4 0.8 0.5
O -0.0245 1.0687 1.7178 -0.5 -1.0 0.5
```
Positions in Å, forces in eV/Å.



E_LUMO of number 2 (C18H22N3OS)?
-0.170 hartree